# 1
Formula: C54H46AsIN5O2P2S2Sc
Source: OMol25
Level of theory: ωB97M-V/def2-TZVPD

Summary:
energy relative to the best compared isomer or geometry (same formula, charge and spin)	89.77	kcal per mole
energy	-7282.9766	a.u.
LUMO energy	0.0062	Ha
charge	0
gap between HOMO and LUMO	7.13	eV

Cartesian coordinates (Å):
1 C 2.41927 -13.23129 16.44465
2 C 3.07407 -7.18050 20.51455
3 C -1.86982 -7.92611 20.66251
4 H -6.45533 -7.20246 18.89503
5 P -1.58868 -10.30999 22.00782
6 C -2.58177 -15.78476 22.03076
7 S 1.55718 -6.85219 19.56259
8 H -5.14565 -11.83991 26.17813
9 H -2.93557 -8.11207 15.48757
10 H 3.40168 -9.37837 20.95111
11 H 0.52879 -15.83009 23.21586
12 C -1.07589 -9.38436 16.29461
13 C 2.89008 -10.10721 25.30164
14 N 2.24337 -13.86358 22.38367
15 H 3.39832 -5.57168 23.54905
16 C 3.40040 -6.10534 21.48735
17 C 0.41523 -7.60515 15.50632
18 C 2.15306 -8.53870 22.52395
19 C -3.36722 -8.35271 17.64488
20 C -4.44247 -8.01553 18.69786
21 C -4.72349 -10.27611 24.79529
22 H 3.16762 -13.20448 15.65684
23 C -0.28767 -15.43967 22.67035
24 C 3.12492 -6.30338 22.79145
25 C -2.73586 -12.64796 17.09769
26 H -3.32385 -14.44983 20.49139
27 N -0.47734 -9.48098 22.94843
28 C -3.30904 -11.37281 17.18184
29 C -4.74491 -8.88939 19.83739
30 C -5.45434 -12.28934 16.44426
31 H -0.38800 -9.85067 13.09375
32 C -4.67088 -11.22622 16.84240
33 H 1.46418 -9.96972 16.42136
34 C -3.49818 -13.71632 16.65158
35 C -1.31511 -13.90373 21.08332
36 H -3.40986 -13.30824 25.44569
37 C -3.52538 -12.36730 24.91287
38 N 1.35293 -12.68950 20.72993
39 C 2.65272 -12.28653 20.90330
40 C -5.66473 -7.42174 18.15332
41 C -3.64997 -7.91632 16.24772
42 H -5.38480 -14.40841 16.06415
43 C -4.81959 -13.53754 16.35164
44 C -5.85026 -7.12061 16.86064
45 C -2.84619 -10.74233 23.28810
46 S -0.95761 -12.78829 17.34786
47 C -2.52094 -14.69497 21.20939
48 H 3.09706 -11.54621 20.25765
49 C 3.22440 -10.11271 26.64964
50 H 4.00820 -5.22286 21.17974
51 C 1.99942 -11.83123 16.94388
52 H 3.89750 -7.27931 19.81204
53 H -5.23514 -8.21532 20.57155
54 H -1.59793 -17.01499 23.47003
55 H 2.18142 -10.86448 15.13242
56 H 2.02246 -7.39983 24.29306
57 N 1.97972 -10.78239 16.10857
58 H -1.66974 -10.88863 14.89639
59 Sc -0.03706 -11.56689 19.44361
60 H 0.87156 -7.76025 13.38647
61 C 0.55097 -9.91197 25.86613
62 H -1.94445 -12.69606 23.54323
63 H -0.40396 -7.71728 17.46007
64 N 0.68188 -9.67165 19.77768
65 H 0.10785 -9.97782 27.96844
66 C 1.14151 -13.62923 21.67370
67 C 2.61668 -8.57062 21.06531
68 H -3.91581 -8.91707 23.33840
69 C 0.37746 -8.18337 14.23077
70 H -5.51268 -9.65958 19.55973
71 O -1.30091 -12.87938 20.27360
72 C -2.52545 -9.15408 21.02484
73 C -3.86207 -9.90966 23.75414
74 H -0.49811 -9.88034 25.57657
75 C 1.54130 -9.96386 24.86938
76 C -1.49176 -16.11165 22.83568
77 H -0.73643 -8.64728 23.46489
78 C 0.86555 -9.92839 27.19516
79 H 4.23400 -12.96700 22.32895
80 H -2.99762 -14.66653 16.58516
81 C -0.33026 -8.23738 16.51739
82 C -1.07607 -9.98216 15.04538
83 H -1.46305 -6.28969 19.53523
84 H 4.25825 -10.10479 26.95180
85 C -4.49962 -11.53102 25.38634
86 C -4.79345 -7.30887 15.87472
87 H 3.65376 -10.10912 24.50900
88 H 1.04076 -6.76210 15.73448
89 H -6.50748 -12.23898 16.15257
90 C -2.70546 -11.98286 23.86531
91 H -4.94661 -7.00251 14.82498
92 C 2.20859 -10.00419 27.56784
93 O 1.67537 -11.73000 18.12537
94 C 3.25467 -12.99274 21.89464
95 H -6.79345 -6.67707 16.57548
96 As -2.17279 -9.93736 17.82412
97 H -4.00783 -10.62945 20.89462
98 H 2.30002 -14.44122 23.19566
99 C 2.40137 -7.44762 23.26737
100 C 1.38250 -8.74962 20.13198
101 P 1.22118 -10.01821 23.06580
102 H 2.47426 -9.92970 28.61868
103 C -0.36942 -9.37467 14.06367
104 H 1.49773 -13.69167 15.96956
105 H -3.37456 -6.17844 18.23042
106 C -3.70145 -9.64087 20.56858
107 H -5.55731 -9.63043 25.11088
108 I 3.09975 -14.56702 17.96741
109 H -5.12384 -10.21867 16.89432
110 C -3.18940 -7.16183 18.64471
111 C -0.17604 -14.32104 21.81974
112 H -3.50975 -16.35606 22.04561
113 H -0.98413 -7.68685 21.22906
114 C -2.19132 -7.09718 19.67368

Atom charges from the Mulliken analysis, given in e for atoms 1 to 5: -1.23, -0.15, -0.79, 0.39, 1.03



# 2
Formula: C54H47N6O3S4Ta
Source: OMol25
Level of theory: ωB97M-V/def2-TZVPD

Summary:
energy relative to the best compared isomer or geometry (same formula, charge and spin)	0.00	kcal per mole
energy	-4289.3155	a.u.
LUMO energy	-0.1735	Ha
charge	+2
gap between HOMO and LUMO	6.31	eV

Cartesian coordinates (Å):
1 C -4.70639 -1.67150 1.32820
2 H -5.77858 -2.51964 -4.19846
3 C 7.33480 0.46374 0.51201
4 C -3.09883 -3.29457 0.49108
5 C -4.14685 4.00340 -0.80344
6 S -2.13982 -0.83995 1.24475
7 C 4.21860 2.81419 -3.29979
8 H 2.52586 -3.59820 -4.22451
9 C 3.81919 -3.44604 1.33646
10 C 4.63401 1.16197 0.48081
11 H -4.87924 -0.07958 -0.80037
12 H 8.38394 0.20298 0.52565
13 C 1.08615 5.30766 -1.96850
14 N 1.05008 0.02354 0.43070
15 C -2.31205 1.26128 2.97924
16 C -5.73016 -2.56891 1.08540
17 O 4.98289 -0.47241 -2.98489
18 H -1.89722 2.28277 -3.44077
19 C -0.45025 -2.68764 -1.86543
20 C -2.78921 0.96121 5.31702
21 H -4.91573 -0.69739 1.75108
22 H -2.07949 -3.55542 0.26308
23 H 2.53372 -1.83987 -3.96554
24 C -3.26258 -0.48098 -2.16186
25 H 1.49746 1.46030 2.34295
26 H -2.87042 4.51073 -3.90554
27 H 5.01981 2.13272 2.34914
28 C -4.14005 -4.17680 0.23936
29 C 1.36227 0.42924 5.57780
30 C 3.20765 5.02087 -3.26785
31 H 6.95529 -0.48422 -1.38858
32 C 1.61703 -2.53582 1.30925
33 H -2.82864 -2.02902 3.72409
34 S 4.17479 -0.12181 -1.86525
35 C -2.48234 1.79278 4.24905
36 N -0.73589 0.45762 -1.83774
37 C 0.88348 -1.99520 -2.03995
38 N 3.04068 1.00467 -2.07017
39 C -2.53725 2.76790 -2.71511
40 H 3.93052 -5.57304 1.09418
41 C 0.66856 -1.33180 4.09733
42 C 1.33151 0.83190 3.20772
43 H -3.92449 -5.14831 -0.18322
44 N -0.83545 -1.67697 1.26230
45 C -3.61760 2.74758 -0.53988
46 H -6.25109 -4.51392 0.35085
47 H 0.34293 -2.35039 3.92426
48 C 3.27666 -4.71410 1.16035
49 H -3.46109 -2.25838 -5.01232
50 N -2.35933 0.34775 0.28266
51 H -0.54461 2.86382 -0.29862
52 H 3.22061 6.06735 -3.54181
53 C 5.20301 0.42495 -0.55355
54 H -6.74915 -2.29779 1.32493
55 C 0.91147 -0.87199 5.38063
56 H 3.67365 -2.87324 -3.07789
57 C 2.12953 3.15524 -2.14710
58 H 3.40269 -1.34840 1.52212
59 H 1.93333 2.28435 4.65959
60 H -0.27960 -3.59120 -1.26836
61 C -2.73628 -0.96172 3.87783
62 H -0.82147 -3.02321 -2.83753
63 H -2.93176 1.38516 6.30187
64 H -1.21143 -2.09216 -1.37642
65 H -1.82826 -0.93190 -3.68532
66 C 1.90256 -4.88909 1.07376
67 N 1.15418 2.57604 -1.39147
68 C 1.57217 1.27763 4.49865
69 H -4.29973 5.60981 -2.21186
70 C -3.40251 -2.05494 1.03026
71 H 4.89029 -3.31401 1.40800
72 H -3.15905 -1.05462 5.96924
73 C -3.76541 -1.79825 -4.08228
74 H 5.02930 4.56315 -4.25552
75 C 0.87858 -0.46580 3.03163
76 H 7.40964 1.50533 2.38109
77 C 5.43762 1.54893 1.54022
78 H 3.58277 1.42380 0.44467
79 O 1.69425 -3.01554 -2.46576
80 H 0.76456 -1.53117 6.22514
81 C 2.14007 4.52057 -2.48147
82 H -6.49352 -1.43131 -2.09709
83 H -4.77244 4.48533 -0.06468
84 C 0.20672 3.34833 -0.91398
85 H -0.01453 -3.91779 1.10509
86 H 1.48577 -5.87809 0.94306
87 S 0.66251 -1.05508 1.37830
88 C -2.44833 -0.10852 2.81858
89 C 2.98928 -2.34292 1.40664
90 H -2.08151 1.89160 2.13204
91 C 6.54378 0.07262 -0.55744
92 C 2.66799 -2.81096 -3.48496
93 H -2.38134 2.85871 4.40040
94 C -5.06787 -1.94192 -3.62326
95 H -3.82425 2.24593 0.39348
96 S -2.09885 0.54327 -1.29694
97 H 1.05129 6.36536 -2.19872
98 C -5.44600 -3.81653 0.53844
99 C -2.84902 -1.05881 -3.35095
100 C 6.78376 1.19696 1.55471
101 Ta 1.22372 -0.06875 -1.58531
102 C 3.18687 2.30624 -2.56246
103 C -2.91752 -0.41207 5.13383
104 C 4.21169 4.18192 -3.65930
105 C -5.47203 -1.33405 -2.43847
106 H 5.03256 2.17572 -3.62002
107 C 1.05606 -3.79441 1.15574
108 C -4.56924 -0.58569 -1.70384
109 C -3.87924 4.63385 -2.01143
110 C -2.81741 2.15132 -1.50237
111 H 1.56236 0.77809 6.58203
112 O 3.23946 -1.14724 -1.35221
113 C -3.07740 4.01771 -2.96578
114 C 0.13355 4.72828 -1.17472
115 H -0.67571 5.30691 -0.75061

Atom charges from the Mulliken analysis, given in e for atoms 1 to 5: -0.97, 0.46, -0.80, -0.18, -0.84